Record 1
Entry from OMol25: a structure of composition C46H51BClMnN7O at a distorted geometry (ωB97M-V/def2-TZVPD).

Properties
Gap between HOMO and LUMO (alpha / beta): 4.82 / 6.80 eV
Strongest force on any atom: 1.43 eV Å⁻¹

```
! wB97M-V def2-TZVPD RIJCOSX def2/J DEFGRID3
* xyz 0 6
Mn -0.61744 0.14385 -0.46819
Cl 3.14521 -0.47342 -6.65572
C 2.49879 -0.31548 -5.04652
C 3.36343 -0.05919 -3.98961
C 2.84286 0.06333 -2.71230
C 1.47671 -0.07150 -2.45718
O 1.01487 0.03705 -1.21982
C 0.59393 -0.31577 -3.55050
C -0.81561 -0.40788 -3.38609
N -1.47024 -0.22265 -2.23695
C -2.83860 -0.26028 -2.17888
C -3.72051 -0.54974 -3.23227
C -5.09404 -0.54716 -3.02000
C -5.64193 -0.25141 -1.78822
C -4.79807 0.07571 -0.70782
C -5.26989 0.43210 0.57021
C -4.36622 0.80010 1.54320
C -3.01003 0.77784 1.26178
N -2.51091 0.39411 0.08283
C -3.39284 0.06858 -0.90749
C 1.14579 -0.43829 -4.84085
H 4.42563 0.04101 -4.16470
H 3.50562 0.26505 -1.87844
H -1.38458 -0.60752 -4.28696
H -3.34544 -0.78145 -4.21799
H -5.75052 -0.77787 -3.84971
H -6.71405 -0.25658 -1.64030
H -6.33440 0.42891 0.76657
H -4.69405 1.10189 2.52838
H -2.29569 1.08755 2.00737
H 0.48883 -0.62044 -5.68247
N -1.04540 1.94156 4.74293
C -0.76890 0.93822 3.83801
C 0.08155 1.15949 2.77822
N 0.45223 0.10800 1.91734
C -0.29367 -1.07272 2.09741
C -1.13573 -1.20234 3.15493
N -1.36760 -0.24613 4.08176
H -0.96517 2.89187 4.42248
H -1.83833 1.74323 5.33148
H 0.55639 2.11500 2.61516
H -0.09160 -1.89014 1.42194
H -1.67800 -2.13058 3.29002
C 3.07632 -3.17412 -1.07746
C 1.91787 -3.81916 -0.32575
C 0.55956 -3.40779 -0.89853
C 1.96319 -3.63665 1.18471
C 1.57021 -4.76137 1.91255
C 1.59133 -4.79666 3.29268
C 2.07650 -3.70199 3.98249
C 2.46806 -2.55585 3.30541
C 3.07673 -1.41932 4.10643
C 2.18069 -0.96696 5.26087
C 4.46455 -1.84366 4.60316
C 2.35175 -2.49363 1.90328
N 2.61679 -1.20211 1.32031
B 1.86173 0.01577 1.47518
N 2.78700 1.10414 1.33183
C 4.02226 0.52432 1.00493
C 3.92382 -0.81513 1.00506
C 2.74835 2.51219 1.63895
C 2.53802 3.48272 0.64770
C 2.61737 4.82885 0.99323
C 2.89434 5.22200 2.28698
C 3.08198 4.26083 3.26498
C 3.00878 2.90671 2.96619
C 3.21858 1.88315 4.06580
C 2.61484 2.30347 5.40721
C 4.71092 1.57093 4.23139
C 2.20308 3.11940 -0.77749
C 0.75005 3.49959 -1.08093
C 3.14344 3.77187 -1.79429
H 3.09073 -3.52521 -2.11080
H 4.02915 -3.44076 -0.61520
H 2.97657 -2.09549 -1.09349
H 2.00366 -4.89762 -0.48336
H 0.39224 -2.33888 -0.77524
H -0.24862 -3.94773 -0.39963
H 0.51389 -3.62557 -1.96714
H 1.23815 -5.63632 1.36570
H 1.26395 -5.68230 3.82234
H 2.15480 -3.74279 5.06161
H 3.22647 -0.56654 3.44684
H 2.09106 -1.74176 6.02341
H 1.17863 -0.72071 4.90356
H 2.60067 -0.07885 5.73676
H 4.39451 -2.70934 5.26404
H 4.94432 -1.02906 5.15006
H 5.10265 -2.10823 3.75830
H 4.88719 1.13642 0.80706
H 4.70067 -1.54274 0.84016
H 2.45523 5.57804 0.22828
H 2.95961 6.27366 2.53611
H 3.29498 4.57050 4.27959
H 2.70642 0.97039 3.76245
H 3.12477 3.16901 5.83222
H 2.71674 1.48500 6.12104
H 1.55263 2.53116 5.30671
H 5.25707 2.47573 4.50647
H 5.13548 1.18007 3.30691
H 4.85804 0.82698 5.01763
H 2.30205 2.04537 -0.87290
H 0.56597 4.55466 -0.86980
H 0.05387 2.92250 -0.46027
H 0.51992 3.31015 -2.13165
H 3.00889 4.85480 -1.83160
H 2.94382 3.36915 -2.78848
H 4.18577 3.56524 -1.54550
*
```

Record 2
Entry from OMol25: a cluster of 6 separate species, C46H51F5O3Si in total (ωB97M-V/def2-TZVPD).

Properties
Gap between HOMO and LUMO: 8.25 eV
SMILES: CCCCCC1=CC(=O)C=C(CCO[Si](C)(C)C)C1=O.Fc1ccccc1.Fc1ccccc1.Fc1ccccc1.Fc1ccccc1.Fc1ccccc1
Strongest force on any atom: 0.58 eV Å⁻¹

```
! wB97M-V def2-TZVPD RIJCOSX def2/J DEFGRID3
* xyz 0 1
C 9.11833 -3.44385 -0.61092
C 8.47397 -2.16475 -0.06348
C 9.16335 -0.90649 -0.60753
C 9.28534 0.28955 0.35337
C 8.09387 0.54116 1.28600
C 6.99445 1.36836 0.66966
C 7.11046 2.64202 0.28014
C 5.92612 3.32744 -0.30036
O 6.01142 4.14195 -1.19454
C 4.61993 2.90228 0.26891
C 4.46622 1.63198 0.65307
C 3.21577 1.04037 1.23187
C 2.20319 0.65673 0.15918
O 1.00976 0.20008 0.79107
Si 0.55831 -1.39078 0.56404
C 1.98301 -2.59333 0.70428
C -0.69710 -1.77398 1.88371
C -0.30152 -1.59004 -1.08620
C 5.65075 0.73690 0.47203
O 5.52718 -0.42459 0.14656
H 9.28710 -3.36349 -1.68455
H 8.48436 -4.30521 -0.39785
H 10.07340 -3.62603 -0.11287
H 7.42814 -2.15944 -0.37312
H 8.49465 -2.20491 1.02664
H 8.68746 -0.60157 -1.54286
H 10.18239 -1.19480 -0.88612
H 10.19721 0.17193 0.94303
H 9.43704 1.18995 -0.24753
H 7.66518 -0.38491 1.66312
H 8.44949 1.09610 2.15924
H 8.04079 3.19152 0.36883
H 3.81933 3.62876 0.35085
H 2.74250 1.77111 1.89054
H 3.46476 0.14934 1.80921
H 2.62039 -0.09976 -0.51226
H 1.94722 1.54117 -0.43136
H 2.69239 -2.37208 1.49989
H 2.50214 -2.69515 -0.25141
H 1.53459 -3.57066 0.90501
H -1.26330 -2.66808 1.62440
H -0.22671 -1.91233 2.85920
H -1.40186 -0.94345 1.97327
H -1.30691 -1.17330 -1.02038
H -0.42052 -2.65892 -1.28460
H 0.22778 -1.12493 -1.91877
F -2.95492 -3.88183 1.23085
C -3.78826 -4.25903 0.23248
C -4.23541 -3.28789 -0.63878
C -5.07905 -3.66324 -1.67270
C -5.46150 -4.98954 -1.82188
C -4.99621 -5.94490 -0.92750
C -4.14872 -5.58486 0.11381
H -3.92987 -2.25294 -0.53701
H -5.41340 -2.88006 -2.33818
H -6.12074 -5.27777 -2.62968
H -5.29310 -6.97949 -1.03670
H -3.76965 -6.31443 0.81661
F -5.39980 -1.42954 -3.87830
C -5.23764 -0.10476 -3.65310
C -6.30681 0.61806 -3.16591
C -6.12358 1.96838 -2.90318
C -4.89346 2.56920 -3.13163
C -3.83789 1.81533 -3.62618
C -4.00305 0.46281 -3.89003
H -7.25518 0.12710 -2.99314
H -6.94788 2.55056 -2.51089
H -4.75386 3.62010 -2.92006
H -2.87796 2.28064 -3.80508
H -3.19178 -0.14821 -4.26191
F 2.92232 -4.80163 3.14938
C 2.07288 -4.94057 4.18923
C 2.55731 -5.43961 5.38146
C 1.67953 -5.57278 6.44796
C 0.34548 -5.21408 6.31022
C -0.11537 -4.71640 5.09899
C 0.75204 -4.57400 4.02604
H 3.59948 -5.71614 5.46520
H 2.04204 -5.95815 7.39155
H -0.33302 -5.32212 7.14553
H -1.15415 -4.43668 4.98402
H 0.41568 -4.17865 3.07758
F -3.79111 -0.17073 -0.04710
C -3.74375 1.14412 0.28640
C -2.53164 1.70831 0.62907
C -2.50436 3.05707 0.95340
C -3.67060 3.80990 0.93435
C -4.87432 3.21234 0.58786
C -4.91844 1.86590 0.25678
H -1.63142 1.11043 0.64133
H -1.56341 3.51921 1.22077
H -3.64108 4.86082 1.18866
H -5.78553 3.79581 0.57374
H -5.84174 1.37897 -0.02589
F -4.39979 5.91534 -2.18699
C -5.38644 6.78518 -2.49301
C -5.12703 8.13793 -2.41290
C -6.14492 9.02601 -2.72906
C -7.39408 8.55605 -3.11078
C -7.62723 7.18966 -3.18050
C -6.61689 6.28963 -2.87363
H -4.14771 8.48060 -2.10805
H -5.95920 10.09029 -2.67650
H -8.18388 9.25369 -3.35363
H -8.59991 6.81947 -3.47523
H -6.77572 5.22082 -2.92784
*
```

Record 3
Entry from OMol25: a structure of composition C46H51MgNSSbSi2 (ωB97M-V/def2-TZVPD).

Properties
Gap between HOMO and LUMO: 7.46 eV
Strongest force on any atom: 0.99 eV Å⁻¹

```
! wB97M-V def2-TZVPD RIJCOSX def2/J DEFGRID3
* xyz -1 1
Mg -1.51072 -0.36723 -0.81946
C -0.07145 -3.17984 3.63529
Si -1.24362 -2.46541 2.31832
C -1.72858 -3.95703 1.18520
C -0.45875 -4.39050 0.43955
C -2.79278 -3.59468 0.14289
C -2.24748 -5.15008 1.99679
C -2.70586 -1.65810 3.30119
C -3.24131 -2.59542 4.38985
C -3.86706 -1.24572 2.38843
C -2.16372 -0.39421 3.98258
H -0.51830 -4.02003 4.17279
H 0.19490 -2.41363 4.36696
H 0.85991 -3.52048 3.17839
H -0.07427 -3.58326 -0.18644
H -0.67568 -5.25067 -0.20452
H 0.33171 -4.68035 1.13704
H -2.50515 -2.70907 -0.42967
H -3.76043 -3.40587 0.60779
H -2.91612 -4.41597 -0.57132
H -1.52713 -5.47114 2.75230
H -2.43331 -6.00078 1.33077
H -3.18754 -4.91395 2.50173
H -3.67045 -3.50538 3.96293
H -4.02804 -2.09539 4.96677
H -2.45162 -2.88835 5.08610
H -4.42340 -2.11753 2.03931
H -3.51540 -0.68487 1.51793
H -4.56768 -0.60177 2.93146
H -1.32962 -0.62878 4.65055
H -2.95174 0.08271 4.57727
H -1.80746 0.32508 3.24557
N -6.61191 5.12550 0.23149
C -5.84156 4.29286 0.03354
C -4.88085 3.26467 -0.20804
C -5.17431 2.19987 -1.06235
C -4.22751 1.21186 -1.27287
C -2.96568 1.21771 -0.65812
C -2.70823 2.31234 0.18480
C -3.63139 3.31861 0.41371
H -6.14227 2.16285 -1.54753
H -4.47682 0.40488 -1.95742
H -1.74771 2.37485 0.69147
H -3.41075 4.14746 1.07600
C -4.25968 0.27138 -5.81185
C -4.19763 -1.08797 -5.53933
C -3.15906 -1.59604 -4.77147
C -2.16410 -0.76875 -4.24466
C -2.25112 0.59620 -4.53108
C -3.27604 1.11248 -5.30953
Si -0.88019 -1.45543 -3.01212
C 0.83548 -0.85603 -3.59270
C 1.75378 -1.71236 -4.20363
C 3.02362 -1.28000 -4.56226
C 3.39739 0.03860 -4.34254
C 2.49720 0.91479 -3.75169
C 1.24541 0.46048 -3.36192
H -5.07510 0.67379 -6.40068
H -4.96108 -1.75206 -5.92855
H -3.11498 -2.66234 -4.57195
H -1.50352 1.27550 -4.13234
H -3.31731 2.17537 -5.51721
H -0.85005 -2.89770 -3.43964
H 1.46575 -2.73923 -4.40121
H 3.72090 -1.96958 -5.02440
H 4.38596 0.38297 -4.62256
H 2.77784 1.94787 -3.59056
H 0.56743 1.15831 -2.87465
S -0.20532 -0.98647 1.26100
Sb 2.27156 1.33158 0.57361
C 3.99809 0.10605 1.01973
C 4.72203 0.19014 2.20336
C 5.81080 -0.64381 2.42457
C 6.18819 -1.56928 1.46194
C 5.46635 -1.66569 0.28055
C 4.37379 -0.83798 0.06523
C 2.44991 2.56624 2.34697
C 1.94601 2.04548 3.53863
C 2.00357 2.78117 4.71370
C 2.55196 4.05642 4.70832
C 3.04003 4.58947 3.52379
C 2.98934 3.84781 2.35007
C 3.37020 2.69821 -0.71683
C 4.68776 2.50935 -1.11982
C 5.27455 3.36675 -2.04197
C 4.54928 4.42436 -2.57206
C 3.23342 4.62405 -2.17730
C 2.64950 3.76086 -1.26048
H 4.44215 0.91260 2.96003
H 6.36407 -0.57147 3.35329
H 7.04028 -2.21542 1.63341
H 5.74734 -2.39396 -0.47072
H 3.80264 -0.92907 -0.85472
H 1.49537 1.05709 3.54192
H 1.61329 2.36294 5.63371
H 2.59152 4.63595 5.62227
H 3.46318 5.58683 3.51236
H 3.38140 4.27201 1.43339
H 5.25806 1.68017 -0.71767
H 6.30010 3.20357 -2.35200
H 5.00602 5.08890 -3.29515
H 2.65867 5.44454 -2.58989
H 1.61116 3.90457 -0.97378
*
```

Record 4
Entry from OMol25: a cluster of 6 separate species, C46H51N2O8P in total at a distorted geometry (ωB97M-V/def2-TZVPD).

Properties
Gap between HOMO and LUMO: 9.01 eV
SMILES: N=P(O)(O)[C@@H]1NC(=O)[C@@](CCOC=O)(COO)[C@@H]1CC(=O)c1ccccc1.c1ccccc1.c1ccccc1.c1ccccc1.c1ccccc1.c1ccccc1
Strongest force on any atom: 3.69 eV Å⁻¹

```
! wB97M-V def2-TZVPD RIJCOSX def2/J DEFGRID3
* xyz 0 1
N -0.37482 -6.41264 0.67933
P -0.37330 -6.50076 -0.90373
O 1.10769 -7.14639 -1.33438
O -1.59689 -7.52144 -1.40469
C -0.69156 -4.76129 -1.53176
N -2.13084 -4.80101 -2.00607
C -2.28528 -4.35220 -3.38796
O -3.20892 -3.78878 -3.89696
C -0.87181 -4.76477 -4.01357
C -0.78287 -6.28872 -4.44064
C -2.20233 -6.92942 -4.75121
O -2.82651 -6.23312 -5.85695
C -4.21348 -6.15478 -5.68390
O -4.90655 -6.99870 -6.18246
C -0.64608 -4.01270 -5.39891
O -0.30236 -2.61899 -5.23669
O 0.98119 -2.35671 -5.66874
C 0.02497 -4.23341 -2.84192
C 1.58728 -4.25934 -2.96921
C 2.31869 -3.11281 -2.19630
O 3.40552 -3.32195 -1.69871
C 1.75490 -1.66245 -2.05094
C 1.96172 -0.61082 -3.04374
C 1.34368 0.69808 -2.79865
C 0.52703 0.94457 -1.59952
C 0.33308 -0.11589 -0.60572
C 0.94947 -1.41202 -0.84151
H 0.54959 -6.75000 0.98239
H 1.25409 -7.15447 -2.29840
H -1.47100 -8.36788 -0.92964
H -0.50708 -4.04410 -0.69848
H -2.51008 -3.99906 -1.47578
H -0.33460 -6.95591 -3.65361
H -0.17639 -6.46147 -5.37072
H -2.87142 -6.91248 -3.84913
H -2.10081 -8.00830 -5.06652
H -4.73561 -5.33649 -5.12052
H -1.61146 -4.03690 -5.98293
H 0.15590 -4.48204 -6.02343
H 1.03057 -2.51203 -6.63279
H -0.26320 -3.13587 -2.82276
H 1.81866 -4.08799 -4.06473
H 2.07721 -5.22623 -2.70160
H 2.55468 -0.81322 -3.96397
H 1.43663 1.54526 -3.51608
H 0.03237 1.92837 -1.42204
H -0.27996 -0.00713 0.31875
H 0.78638 -2.24381 -0.10717
C -7.42914 -3.15434 -3.41617
C -6.22097 -3.37539 -2.76511
C -6.20989 -3.70830 -1.41587
C -7.40590 -3.81602 -0.71633
C -8.61286 -3.58601 -1.36542
C -8.62510 -3.25675 -2.71535
H -7.43868 -2.90120 -4.47008
H -5.28762 -3.28912 -3.30920
H -5.26791 -3.88430 -0.90845
H -7.39715 -4.07819 0.33523
H -9.54554 -3.66432 -0.81861
H -9.56683 -3.07972 -3.22188
C 1.06405 2.31934 3.94030
C 1.00578 1.10454 3.26856
C -0.09499 0.27129 3.43280
C -1.13536 0.65172 4.27231
C -1.07248 1.86258 4.95081
C 0.02600 2.69714 4.78398
H 1.91946 2.97196 3.80710
H 1.81882 0.80674 2.61547
H -0.14224 -0.67556 2.90621
H -1.99461 0.00350 4.39853
H -1.88098 2.15686 5.61004
H 0.07378 3.64285 5.31175
C 1.67950 7.95359 4.39878
C 0.79015 8.89481 3.89530
C -0.32080 8.48327 3.16894
C -0.54020 7.12983 2.94235
C 0.35424 6.18900 3.43825
C 1.46311 6.60031 4.16763
H 2.54255 8.27448 4.97092
H 0.96259 9.95064 4.06980
H -1.01612 9.21767 2.77915
H -1.40784 6.80833 2.37816
H 0.18662 5.13351 3.25664
H 2.15978 5.86603 4.55643
C 1.75328 12.82579 4.81903
C 2.84062 11.97739 4.98858
C 4.07774 12.31675 4.45501
C 4.22685 13.50347 3.74767
C 3.13745 14.34768 3.57031
C 1.90113 14.01002 4.10703
H 0.78980 12.56374 5.24116
H 2.72378 11.05016 5.53841
H 4.92633 11.65624 4.59031
H 5.19216 13.76978 3.33351
H 3.25226 15.27062 3.01360
H 1.05211 14.66965 3.97057
C 5.93671 -3.06898 1.16268
C 4.61058 -2.69094 0.98901
C 3.94259 -2.01744 2.00573
C 4.59837 -1.72598 3.19630
C 5.92142 -2.11242 3.37221
C 6.59136 -2.78240 2.35537
H 6.46036 -3.58819 0.36821
H 4.09627 -2.92017 0.05998
H 2.90861 -1.71898 1.86966
H 4.07755 -1.19857 3.98757
H 6.43165 -1.89056 4.30269
H 7.62430 -3.08172 2.49206
*
```

> What is the formula in the fourth record?

C46H51N2O8P